1.
Computed, not measured: a molecular structure, C46H56AsN7PbS2, with ωB97M-V with the def2-TZVPD basis set.

Each line ends with the Mulliken charge.
Atoms and positions in Å:
Pb: 0.080 -0.518 0.512  1.5190
C: 2.441 -0.104 2.834  1.3280
C: 1.478 -0.997 3.220  0.0011
C: 0.302 -0.229 3.533  1.4103
C: 0.563 1.198 3.254  0.1504
C: 1.843 1.282 2.827  1.0409
C: 2.641 2.495 2.516  -1.7621
C: -0.361 2.298 3.668  -1.8037
C: -0.845 -0.751 4.260  -0.9785
C: 1.629 -2.459 3.513  -1.8310
C: 3.891 -0.344 2.677  -1.6640
H: 3.339 2.700 3.333  0.3981
H: 2.012 3.374 2.390  0.4927
H: 3.235 2.348 1.613  0.2376
H: -0.010 3.265 3.311  0.4422
H: -0.394 2.355 4.759  0.4329
H: -1.380 2.144 3.309  0.3728
H: -0.498 -1.289 5.148  0.3945
H: -1.352 -1.519 3.643  -0.2408
H: -1.552 0.025 4.544  0.4475
H: 2.438 -2.902 2.935  0.4199
H: 0.708 -3.001 3.293  0.2249
H: 1.863 -2.609 4.571  0.4424
H: 4.403 0.024 3.575  0.4522
H: 4.301 0.199 1.826  0.2511
H: 4.123 -1.400 2.574  0.4465
C: 2.912 4.319 -0.781  -1.0617
C: 2.595 4.520 -2.239  1.1334
C: 3.469 5.240 -3.051  -0.6176
C: 3.180 5.493 -4.381  -0.7360
C: 1.995 5.028 -4.934  -0.7539
C: 1.123 4.289 -4.157  -0.5809
C: 1.424 4.027 -2.823  -0.2112
N: 0.487 3.265 -2.058  0.6584
C: 0.708 2.034 -1.531  -0.6773
N: 1.916 1.516 -1.838  0.9150
C: 2.618 0.362 -1.449  -0.1195
C: 2.213 -0.517 -0.453  0.1418
C: 2.998 -1.626 -0.160  -0.4051
C: 4.183 -1.858 -0.832  -1.3223
C: 4.577 -0.980 -1.832  -1.0899
C: 3.810 0.121 -2.167  1.2567
C: 4.234 1.036 -3.288  -1.7266
N: -0.205 1.420 -0.804  1.0360
C: -1.426 2.133 -0.576  -1.3583
C: -1.568 2.795 0.641  -0.0567
C: -2.744 3.453 0.961  -0.8095
C: -3.790 3.455 0.048  -1.0359
C: -3.642 2.814 -1.171  -0.3291
C: -2.466 2.145 -1.510  1.0712
C: -2.353 1.481 -2.857  -1.4473
H: 3.328 5.236 -0.364  0.6401
H: 3.655 3.529 -0.639  0.2177
H: 2.020 4.059 -0.212  -0.0126
H: 4.384 5.626 -2.617  0.4782
H: 3.873 6.066 -4.982  0.4383
H: 1.752 5.241 -5.967  0.4286
H: 0.198 3.908 -4.574  0.5021
H: -0.454 3.620 -1.993  0.1986
H: 2.431 2.099 -2.482  -0.5557
H: 2.668 -2.342 0.587  0.4772
H: 4.790 -2.720 -0.584  0.5804
H: 5.500 -1.164 -2.368  0.4431
H: 5.122 0.641 -3.775  0.4670
H: 4.481 2.039 -2.924  0.2485
H: 3.451 1.123 -4.046  0.3661
H: -0.726 2.790 1.320  0.5335
H: -2.839 3.974 1.905  0.5087
H: -4.714 3.968 0.279  0.4444
H: -4.454 2.832 -1.888  0.4875
H: -3.267 0.933 -3.085  0.5276
H: -1.517 0.786 -2.892  -0.1482
H: -2.217 2.225 -3.645  0.3991
N: -5.683 0.318 0.586  -0.4092
C: -4.705 -0.337 -0.081  -0.0548
C: -3.352 -0.255 0.302  -0.1474
N: -2.406 -0.861 -0.390  1.2888
C: -2.765 -1.591 -1.450  -0.7097
C: -4.102 -1.710 -1.790  -0.9085
N: -5.063 -1.085 -1.125  -0.6434
H: -5.470 1.011 1.279  0.1934
H: -6.622 0.248 0.234  0.2527
H: -3.059 0.311 1.182  0.2715
H: -1.991 -2.082 -2.015  0.2763
H: -4.416 -2.327 -2.625  0.5000
S: 0.831 -5.015 -1.479  -0.2647
C: 0.312 -3.742 -0.454  -0.4769
N: 0.226 -2.567 -0.995  0.9615
C: 0.581 -2.606 -2.336  -1.2356
C: 0.587 -1.531 -3.225  0.3527
C: 0.957 -1.755 -4.533  -0.8203
C: 1.325 -3.031 -4.973  -0.8158
C: 1.326 -4.106 -4.109  -0.4284
C: 0.950 -3.881 -2.788  0.8457
H: 0.057 -3.932 0.582  0.0429
H: 0.302 -0.546 -2.874  0.2791
H: 0.956 -0.931 -5.236  0.5447
H: 1.610 -3.174 -6.007  0.4409
H: 1.603 -5.096 -4.445  0.4815
C: -4.631 -3.276 4.200  -1.0695
As: -3.259 -4.413 3.448  0.5887
C: -2.304 -5.179 4.948  -1.1027
C: -4.199 -5.869 2.606  -1.0776
S: -2.031 -3.403 2.072  -0.7140
H: -5.298 -3.888 4.807  0.4242
H: -5.192 -2.817 3.389  0.3285
H: -4.184 -2.500 4.818  0.3485
H: -3.003 -5.753 5.556  0.4219
H: -1.856 -4.393 5.552  0.3508
H: -1.521 -5.836 4.575  0.3661
H: -4.889 -6.314 3.322  0.4324
H: -3.483 -6.616 2.270  0.3684
H: -4.749 -5.488 1.749  0.3487

Values from the calculation:
Charge   +2
HOMO   -12.6606 eV
Gap between HOMO and LUMO   5.348 eV
Molecular weight   1053.26 g mol⁻¹
Energy relative to the best compared isomer or geometry (same formula, charge and spin)   17.6 kcal/mol

=====

2.
Computed, not measured: a molecular structure, C46H56ClIN3O7PReSSi2, with ωB97M-V with the def2-TZVPD basis set.

Each line ends with the Löwdin spin population.
Atoms and positions in Å:
Re: 0.732 -0.350 -0.254  2.3930
I: 0.896 -2.729 1.021  0.0487
C: 0.529 -2.609 3.087  0.0191
C: 0.566 -3.873 3.615  0.0046
C: 0.354 -4.100 4.983  0.0008
C: 0.124 -3.029 5.785  0.0020
C: 0.095 -1.712 5.266  0.0016
C: -0.105 -0.664 6.193  0.0005
C: -0.102 0.634 5.793  0.0000
C: 0.073 0.910 4.433  -0.0003
C: 0.233 -0.061 3.464  0.0045
P: 0.421 0.782 1.833  0.0342
C: 1.892 1.808 2.215  0.0076
C: 2.033 3.172 1.973  -0.0004
C: 3.213 3.824 2.305  0.0005
C: 4.265 3.127 2.878  -0.0016
C: 4.124 1.772 3.143  0.0009
C: 2.944 1.121 2.824  -0.0006
C: -1.051 1.871 1.804  0.0156
C: -1.033 3.026 1.022  0.0030
C: -2.103 3.908 1.030  -0.0001
C: -3.240 3.615 1.768  0.0022
C: -3.298 2.436 2.498  0.0011
C: -2.205 1.581 2.532  0.0023
C: 0.283 -1.441 3.869  0.0021
H: 0.769 -4.722 2.975  -0.0002
H: 0.387 -5.106 5.375  0.0001
H: -0.032 -3.158 6.848  0.0002
H: -0.240 -0.924 7.235  0.0001
H: -0.229 1.443 6.498  0.0000
H: 0.082 1.953 4.140  -0.0001
H: 1.231 3.763 1.565  0.0002
H: 3.301 4.887 2.124  0.0001
H: 5.181 3.641 3.136  -0.0001
H: 4.926 1.219 3.613  0.0002
H: 2.850 0.070 3.057  -0.0001
H: -0.173 3.233 0.405  -0.0005
H: -2.055 4.826 0.458  -0.0001
H: -4.076 4.303 1.777  0.0001
H: -4.182 2.189 3.071  0.0001
H: -2.254 0.702 3.160  0.0001
C: 3.096 1.654 -2.978  0.0044
Si: 1.550 0.634 -3.076  0.0185
C: 1.762 -1.223 -2.683  0.0081
C: 0.985 0.614 -4.859  0.0052
C: 0.369 1.287 -1.727  0.0453
Si: -1.311 1.748 -2.247  0.0095
C: -1.857 1.861 -4.019  0.0015
C: -0.887 4.052 -2.287  0.0702
C: -2.864 1.664 -1.230  -0.0003
H: 3.897 1.240 -3.590  0.0005
H: 3.459 1.745 -1.956  0.0002
H: 2.873 2.656 -3.356  0.0001
H: 2.835 -1.433 -2.725  -0.0002
H: 1.255 -1.819 -3.443  0.0002
H: 1.467 -1.729 -1.733  0.0044
H: 1.777 0.101 -5.414  0.0001
H: 0.893 1.609 -5.295  0.0003
H: 0.063 0.065 -5.055  0.0000
H: 0.847 2.208 -1.365  0.0186
H: -1.153 2.372 -4.671  0.0000
H: -2.824 2.367 -4.066  -0.0001
H: -2.006 0.858 -4.433  0.0002
H: -0.244 4.013 -3.156  0.0028
H: -0.443 4.365 -1.356  0.0019
H: -1.932 4.279 -2.455  0.0042
H: -3.481 0.882 -1.684  -0.0003
H: -3.418 2.596 -1.349  0.0002
H: -2.737 1.467 -0.169  -0.0001
C: 5.998 -3.080 -0.236  0.0002
C: 6.223 -2.708 -1.679  0.0000
C: 7.007 -3.569 -2.449  0.0000
C: 7.244 -3.349 -3.792  0.0000
Cl: 8.218 -4.465 -4.686  0.0000
C: 6.699 -2.245 -4.425  0.0000
C: 5.931 -1.373 -3.680  0.0001
C: 5.694 -1.589 -2.326  0.0000
O: 4.856 -0.627 -1.774  0.0009
C: 4.980 -0.176 -0.437  -0.0014
C: 3.714 -0.533 0.322  0.0173
O: 3.675 -1.290 1.259  0.0269
O: 2.642 0.093 -0.173  0.1532
H: 6.213 -4.138 -0.102  0.0000
H: 4.978 -2.903 0.095  0.0002
H: 6.662 -2.536 0.438  0.0000
H: 7.432 -4.447 -1.980  0.0000
H: 6.884 -2.067 -5.475  0.0000
H: 5.513 -0.486 -4.137  0.0000
H: 5.057 0.915 -0.469  0.0004
H: 5.851 -0.577 0.072  -0.0003
C: -7.446 1.332 0.695  0.0000
C: -7.925 -0.104 0.570  0.0000
S: -6.633 -1.305 0.768  0.0000
O: -5.699 -0.847 1.776  0.0001
O: -7.208 -2.614 0.877  0.0000
C: -5.709 -1.248 -0.768  0.0001
C: -4.627 -2.331 -0.678  0.0005
N: -3.306 -1.835 -1.100  0.0047
C: -2.332 -1.474 -0.238  0.0175
N: -1.250 -1.061 -0.907  0.0211
C: -1.540 -1.175 -2.244  0.0060
C: -2.806 -1.643 -2.363  0.0028
N: -3.535 -1.833 -3.591  0.0001
O: -4.673 -2.242 -3.514  0.0007
O: -2.939 -1.535 -4.603  -0.0001
C: -2.485 -1.555 1.234  0.0071
H: -8.304 2.002 0.663  0.0000
H: -6.780 1.609 -0.123  0.0000
H: -6.924 1.480 1.638  0.0000
H: -8.392 -0.321 -0.392  0.0000
H: -8.642 -0.378 1.347  0.0000
H: -5.275 -0.249 -0.811  0.0000
H: -6.366 -1.405 -1.620  0.0000
H: -4.892 -3.196 -1.276  0.0002
H: -4.496 -2.663 0.349  0.0000
H: -0.838 -0.971 -3.034  0.0000
H: -2.422 -2.597 1.561  0.0012
H: -3.445 -1.152 1.559  0.0007
H: -1.680 -1.011 1.717  0.0029

Values from the calculation:
Charge   +2
HOMO (alpha / beta)   -12.1571 / -12.1570 eV
<S²>   3.7798
Gap between HOMO and LUMO (alpha / beta)   6.044 / 4.204 eV
2S+1   4
Molecular weight   1230.75 g mol⁻¹
Energy relative to the best compared isomer or geometry (same formula, charge and spin)   43.9 kcal/mol